Entry 1:
The following is a quantum chemistry calculation of a structure of composition C10H19O6Rb, from the OMol25 dataset.

**Gap between HOMO and LUMO**: 7.28 eV
**E_LUMO**: -0.1 eV
**Relative energy (zero: lowest compared OMol25 entry of this formula, charge and spin)**: 0.0 kcal/mol
**2S+1**: 1
**Charge**: 0

Geometry as XYZ:
```
36
Properties=species:S:1:pos:R:3:forces:R:3
Rb -1.430622 0.473066 -1.331412 -0.145 0.128 -0.501
O -1.672237 2.079076 -3.896474 0.283 -0.420 0.320
C -1.683530 0.928843 -4.750199 0.099 -0.559 -0.700
O -1.681086 1.221880 -5.950183 0.035 -0.036 0.125
O -1.666048 -0.179948 -4.179596 -0.112 0.499 0.660
H -1.438968 2.728471 -4.566889 -0.209 0.475 0.118
C 1.238791 -3.369169 -0.797093 -0.293 0.138 0.056
C -0.277977 -3.313708 -0.833073 0.102 -0.104 -0.130
O -0.853379 -2.250678 -0.865724 0.043 -0.013 0.096
C -1.038223 -4.612617 -0.872312 0.019 -0.075 0.245
H 1.608188 -2.430128 -0.384638 0.038 -0.076 -0.096
H 1.600956 -3.463125 -1.822550 0.026 -0.028 -0.009
H 1.610297 -4.213859 -0.220465 0.001 -0.044 -0.013
H -2.084857 -4.436809 -0.636162 -0.002 0.039 -0.093
H -0.620382 -5.328535 -0.161572 0.018 0.004 -0.058
H -0.965083 -5.057170 -1.866169 0.048 0.040 -0.044
C 0.334217 -1.850815 2.897403 -0.115 -0.086 0.274
C 0.595062 -0.719943 1.944813 0.140 -0.098 0.038
O -0.295174 -0.220770 1.298337 -0.024 0.205 -0.018
C 2.029456 -0.270860 1.788610 -0.011 0.288 -0.193
H -0.729554 -2.066194 2.959559 -0.004 -0.021 -0.148
H 0.689987 -1.603602 3.901009 0.108 0.016 -0.085
H 0.878848 -2.741673 2.573166 0.012 0.028 0.011
H 2.061020 0.751311 1.411032 -0.082 -0.044 -0.009
H 2.513334 -0.902334 1.037183 0.026 -0.049 0.153
H 2.596610 -0.323415 2.715237 -0.001 -0.159 0.034
C 0.026030 3.414765 2.153935 0.130 -0.293 -0.007
C -0.518631 3.735361 0.795144 -0.094 0.034 -0.158
O -1.257400 2.967528 0.217125 0.061 0.055 -0.015
C -0.088288 5.030506 0.147034 -0.322 -0.020 -0.057
H -0.349958 2.445590 2.473318 -0.035 0.027 0.056
H -0.235647 4.187998 2.875264 0.046 0.063 0.005
H 1.116919 3.368186 2.078515 -0.015 0.118 0.117
H 0.511307 4.788906 -0.731031 0.098 0.041 0.030
H 0.455729 5.691004 0.817197 0.103 -0.056 0.001
H -0.979693 5.542870 -0.218329 0.029 -0.015 -0.004
```
Forces are in eV/Å.

These are the Löwdin partial charges, in e, on atoms 1 to 6: Rb 1.046; O -0.082; C -0.845; O -0.024; O -0.135; H 0.074

=====

Entry 2:
The following is a quantum chemistry calculation of a structure of composition C10H20 at a distorted geometry, from the OMol25 dataset.

**Gap between HOMO and LUMO**: 10.85 eV
**E_LUMO**: 1.0 eV
**Relative energy (zero: lowest compared OMol25 entry of this formula, charge and spin)**: 134.5 kcal/mol
**2S+1**: 1
**Charge**: 0

Geometry as XYZ:
```
30
Properties=species:S:1:pos:R:3:forces:R:3
C 0.343709 -0.042091 1.996912 2.123 -4.335 -4.567
C 1.712201 -0.289221 1.161033 -1.934 -0.295 -0.986
C 1.469118 -1.651104 0.372392 0.925 -1.006 2.368
C 0.373414 -2.567691 1.128634 0.993 0.029 -1.118
C -0.435694 -1.466981 1.799180 -3.555 2.772 1.944
C -1.500800 0.174716 -1.220270 1.063 -3.190 -0.351
C -1.671210 1.400565 -0.359443 -1.038 5.268 -1.602
C -0.133350 2.128450 -0.451992 -2.717 1.788 -0.080
C 0.457237 1.638911 -1.780666 -0.608 -0.248 -2.204
C -0.572627 0.591254 -2.449097 -1.933 -1.104 -0.040
H 0.584058 0.077559 2.963907 0.615 0.622 3.431
H -0.016405 0.812753 1.544328 -1.755 1.169 -0.199
H 2.572945 -0.199459 1.847420 -0.131 -0.218 -0.848
H 1.704291 0.392079 0.235189 0.805 -0.229 2.121
H 2.467468 -2.123443 0.189440 -1.090 0.052 -0.260
H 0.983878 -1.309040 -0.485806 -0.269 0.051 -1.876
H 0.912169 -3.246992 1.790988 -0.076 0.409 0.582
H -0.240586 -3.364219 0.509165 1.057 2.177 0.644
H -0.653568 -1.598008 2.941302 -0.333 -0.765 -2.248
H -1.501021 -1.186658 1.200224 2.828 -1.164 1.824
H -0.729698 -0.469887 -0.605243 -1.849 0.665 -1.037
H -2.419437 -0.627725 -1.604762 2.388 2.770 1.433
H -2.239861 1.437972 0.740307 1.688 -0.343 -3.195
H -2.201582 2.356066 -1.203633 0.659 -2.983 2.807
H 0.341593 1.949796 0.482491 1.128 -0.581 -0.006
H -0.148862 3.307213 -0.415704 -0.637 -2.220 -0.371
H 1.176525 0.855481 -1.623014 1.554 0.696 0.239
H 0.789891 2.529258 -2.535421 -0.609 -2.457 1.959
H -0.211203 -0.450802 -2.874389 0.240 2.293 0.918
H -1.212594 0.941248 -3.293475 0.467 0.379 0.718
```
Forces are in eV/Å.

These are the Löwdin partial charges, in e, on atoms 1 to 6: C -0.144; C -0.143; C -0.180; C -0.196; C -0.203; C -0.294

=====

Entry 3:
The following is a quantum chemistry calculation of a structure of composition C10H20BBrO8S at a distorted geometry, from the OMol25 dataset.

**Gap between HOMO and LUMO**: 10.27 eV
**E_LUMO**: 0.4 eV
**2S+1**: 1
**Charge**: 0

Geometry as XYZ:
```
41
Properties=species:S:1:pos:R:3:forces:R:3
C 2.491884 -1.196120 -1.028450 0.503 0.248 -0.265
C 3.286118 -0.128137 -1.804678 -0.437 -0.439 -0.176
Br 4.365481 0.988218 -0.632735 0.136 0.044 0.062
C 2.434833 0.695231 -2.773877 0.456 -0.128 0.891
C 1.305141 1.550486 -2.232882 -0.057 0.804 -1.115
O 1.589701 2.349986 -1.050299 -0.217 -0.130 0.178
S 0.229948 3.114526 -0.676465 0.102 -0.446 -0.563
O -0.100222 2.894589 0.676870 0.105 -0.111 0.749
O 0.299763 4.420515 -1.202690 -0.211 0.639 -0.254
O -0.762083 2.230626 -1.585416 0.181 0.190 0.058
C -0.044721 0.999983 -1.865730 0.214 -0.983 0.747
C -0.803124 0.045410 -2.764714 -0.721 0.284 -0.306
B -1.838865 -0.682391 -1.813129 -0.290 -0.045 -0.147
O -2.944251 0.022414 -1.376733 0.215 0.039 0.271
O -1.638557 -1.977809 -1.400230 0.785 0.170 0.084
H 1.471221 -1.237513 -1.390264 -0.261 -0.022 0.143
H 2.940021 -2.166680 -1.221904 0.031 -0.152 0.083
H 2.515174 -1.013180 0.036393 -0.256 0.044 0.128
H 4.023394 -0.653136 -2.399246 0.183 0.155 -0.152
H 3.082113 1.328556 -3.373164 0.124 0.115 0.027
H 1.993084 -0.024857 -3.461633 -0.196 -0.002 -0.129
H 1.119156 2.295093 -3.014811 -0.076 -0.108 -0.228
H 0.090776 0.522250 -0.890147 0.079 -0.166 0.121
H -1.355338 0.592897 -3.528428 0.176 0.153 -0.190
H -0.131270 -0.660252 -3.241517 0.213 -0.029 -0.015
H -2.789173 0.512399 -0.564564 -0.216 0.208 0.048
H -1.484794 -1.987509 -0.446152 -0.447 -0.297 0.135
O 0.527364 -0.354793 1.300417 0.006 -0.079 -0.021
C -0.166551 -0.718941 2.210345 -0.017 0.219 -0.052
O -1.433792 -1.085191 1.912292 -0.070 -0.197 -0.149
C -2.336785 -1.663344 2.869408 -0.097 0.026 0.117
C -3.042684 -0.606615 3.690016 0.088 0.111 -0.022
C 0.309459 -0.712424 3.639115 -0.021 -0.269 0.018
H -1.816407 -2.393642 3.489397 0.046 0.033 0.012
H -3.056003 -2.213396 2.265677 0.017 0.010 -0.055
H -2.342501 -0.023947 4.288689 0.014 -0.046 0.033
H -3.762822 -1.072135 4.362160 -0.018 -0.021 -0.001
H -3.572853 0.085500 3.036573 -0.037 -0.026 -0.011
H 0.205517 0.300856 4.025639 0.000 0.025 -0.006
H 1.362888 -0.978482 3.643200 0.038 0.115 -0.052
H -0.220238 -1.399043 4.293668 -0.069 0.065 0.003
```
Forces are in eV/Å.

These are the Löwdin partial charges, in e, on atoms 1 to 6: C -0.105; C -0.714; Br 0.720; C -0.161; C -0.278; O -0.197

=====

Entry 4:
The following is a quantum chemistry calculation of a cluster of 5 separate species, C10H20Br10 in total at a distorted geometry, from the OMol25 dataset.

**Gap between HOMO and LUMO (spin up / spin down)**: 8.80 / 3.11 eV
**E_LUMO (spin up / spin down)**: -3.5 / -9.2 eV
**Relative energy (zero: lowest compared OMol25 entry of this formula, charge and spin)**: 4.7 kcal/mol
**2S+1**: 2
**Charge**: +1

Geometry as XYZ:
```
40
Properties=species:S:1:pos:R:3:forces:R:3
Br 2.633775 4.428539 -2.952194 0.628 0.510 1.393
C 3.310056 5.454147 -1.336692 -0.510 1.301 -0.201
C 2.627346 5.051291 -0.052163 -0.029 -0.327 -0.312
Br 3.061490 6.297943 1.453102 0.053 -0.864 -0.908
H 3.058395 6.491909 -1.555341 0.107 -0.138 -0.296
H 4.388067 5.394043 -1.187043 -0.079 -0.390 -0.614
H 2.994769 4.034932 0.089627 -0.338 0.074 1.040
H 1.539701 5.101721 -0.102967 0.201 -0.099 -0.094
Br -1.287965 -5.480996 -2.754777 -0.376 0.187 -0.335
C -2.871082 -5.184714 -1.655755 0.872 -0.171 1.606
C -2.260389 -4.786565 -0.307534 -0.409 0.101 0.465
Br -3.764817 -4.465582 1.018928 1.026 0.065 -0.675
H -3.350548 -6.155824 -1.532604 -0.190 0.281 -0.327
H -3.534426 -4.384608 -1.984215 0.203 -0.399 -0.495
H -1.660530 -3.877399 -0.348618 -0.500 0.042 -0.253
H -1.583084 -5.517131 0.134765 -0.512 -0.344 -0.090
Br 2.247796 -0.530682 2.839971 0.474 -1.019 -0.135
C 2.373570 -1.005291 4.732034 0.174 2.094 1.044
C 1.733676 0.186100 5.472633 -0.376 -0.540 -0.507
Br -0.138419 0.284122 4.876020 0.117 0.358 0.761
H 3.410284 -0.841531 5.026137 0.284 -0.947 -0.455
H 1.957267 -1.981237 4.981717 0.112 0.186 -0.382
H 2.255162 1.111218 5.227058 -0.326 -0.013 -0.370
H 1.811977 0.117115 6.557624 -0.450 -0.450 -0.050
Br 0.297095 2.468269 -0.287679 -0.544 -1.527 -0.120
C -0.284281 0.559671 -0.323977 0.080 -0.534 2.010
C -0.618315 0.127929 1.140179 -0.632 0.689 -0.676
Br -0.773713 -1.866818 1.297986 0.340 0.833 0.056
H 0.516185 -0.109236 -0.640069 0.113 0.559 -0.509
H -1.208127 0.372984 -0.871482 0.369 0.543 -0.403
H -1.592264 0.496773 1.461836 -0.081 -0.180 -0.057
H 0.073742 0.365874 1.947987 0.195 -0.053 -0.289
Br -2.393937 -1.817078 -2.115271 -0.089 0.167 0.190
C -1.681925 -1.002835 -3.727556 0.253 1.005 -0.912
C -2.206787 0.455773 -3.881965 0.719 -0.691 0.280
Br -1.268134 1.421234 -5.320748 -0.449 -0.616 0.263
H -1.987648 -1.640203 -4.557243 -0.257 0.072 0.149
H -0.594271 -1.070431 -3.704422 -0.096 0.182 0.336
H -1.944620 1.066494 -3.018030 -0.281 -0.254 0.058
H -3.285072 0.430081 -4.039259 0.204 0.305 -0.188
```
Forces are in eV/Å.

These are the Löwdin partial charges, in e, on atoms 1 to 6: Br 0.543; C -0.639; C -0.720; Br 0.595; H 0.047; H 0.066

=====

Entry 5:
The following is a quantum chemistry calculation of a cluster of 5 separate species, C10H20Cl10 in total at a distorted geometry, from the OMol25 dataset.

**Gap between HOMO and LUMO**: 10.84 eV
**E_LUMO**: 0.2 eV
**SMILES**: ClCCCl.ClCCCl.ClCCCl.ClCCCl.ClCCCl
**Relative energy (zero: lowest compared OMol25 entry of this formula, charge and spin)**: 32.1 kcal/mol
**2S+1**: 1
**Charge**: 0

Geometry as XYZ:
```
40
Properties=species:S:1:pos:R:3:forces:R:3
Cl -2.977766 1.940884 -3.059763 0.597 0.281 0.479
C -4.382086 1.124684 -3.715473 -0.188 -0.146 -0.895
C -4.390846 1.246114 -5.229393 -0.566 0.470 0.392
Cl -4.870046 2.916974 -5.681383 0.229 -0.002 -0.158
H -5.268896 1.619034 -3.318873 0.039 -0.419 0.168
H -4.305816 0.061394 -3.488083 -0.192 0.130 0.359
H -5.203386 0.631274 -5.616483 0.395 -0.227 -0.175
H -3.403936 1.035374 -5.641343 -0.298 -0.092 -0.167
Cl 1.766144 -0.393046 -6.539223 -0.124 -0.463 0.669
C 2.562944 1.041574 -5.893673 2.034 1.098 -1.275
C 4.138124 0.932804 -5.776333 -0.967 0.263 1.006
Cl 4.917504 0.221914 -7.164193 0.158 -0.575 -0.602
H 2.153544 1.473464 -4.980463 -0.200 -0.562 -0.010
H 2.407484 1.737004 -6.718483 -0.104 0.347 0.327
H 4.438804 0.423044 -4.860993 -0.120 -0.420 -0.219
H 4.628174 1.903994 -5.707553 -0.690 0.311 0.118
Cl -1.350056 -6.883826 8.395247 0.232 -0.398 -0.361
C -0.143716 -6.996426 7.083917 0.793 0.392 -0.753
C 0.275174 -5.591456 6.605317 -0.339 -0.332 1.009
Cl -1.217756 -4.743176 6.162347 -0.158 0.477 -0.550
H -0.468966 -7.494166 6.170367 -0.864 -0.237 0.411
H 0.680094 -7.613226 7.443057 0.142 0.396 0.210
H 0.926994 -5.605596 5.731817 -0.012 -0.171 0.190
H 0.699734 -5.006476 7.421197 0.209 -0.117 -0.169
Cl 2.278784 -1.803036 2.906427 -0.810 0.338 -0.292
C 1.172234 -1.989166 1.462897 0.774 -1.027 0.304
C 1.087794 -0.761766 0.572197 0.186 -0.626 0.767
Cl 2.677324 -0.387056 -0.072713 0.710 0.233 -0.447
H 0.206654 -2.396886 1.762087 -0.086 0.601 0.388
H 1.670054 -2.848116 1.012907 -0.122 0.349 -0.706
H 0.799504 0.110094 1.159437 -0.413 -0.126 -0.272
H 0.454704 -0.990466 -0.285123 -0.243 0.265 0.263
Cl -1.270556 4.007634 3.817927 0.126 1.012 -0.535
C -0.760036 5.589514 3.078187 1.042 0.357 -0.223
C 0.103604 5.388314 1.810637 0.017 -0.772 -0.321
Cl 1.798274 4.839024 2.145347 -0.444 0.202 0.241
H -0.198096 6.142734 3.830697 0.371 -0.476 0.088
H -1.577166 6.292994 2.918507 -0.535 -0.739 -0.439
H 0.219884 6.215154 1.109987 -0.223 0.572 0.743
H -0.274406 4.608904 1.149037 -0.357 -0.167 0.436
```
Forces are in eV/Å.

These are the Löwdin partial charges, in e, on atoms 1 to 6: Cl 0.556; C -0.701; C -0.649; Cl 0.521; H 0.063; H 0.074

=====

Entry 6:
The following is a quantum chemistry calculation of a structure of composition C10H20ClGdIO3P at a distorted geometry, from the OMol25 dataset.

**Gap between HOMO and LUMO (spin up / spin down)**: 5.61 / 5.43 eV
**E_LUMO (spin up / spin down)**: -10.1 / -10.1 eV
**Relative energy (zero: lowest compared OMol25 entry of this formula, charge and spin)**: 0.0 kcal/mol
**2S+1**: 8
**Charge**: +2

Geometry as XYZ:
```
37
Properties=species:S:1:pos:R:3:forces:R:3
C -1.584661 -5.080025 -0.070492 -1.251 0.076 1.073
C -1.042803 -3.792227 -0.423460 5.778 1.205 -3.716
H -1.254104 -5.817134 -0.823832 -0.126 0.427 -0.068
H -2.680700 -4.974148 0.012966 0.194 -0.302 -0.198
H -1.246697 -5.376853 0.942087 0.115 0.374 -0.309
O -0.263412 -3.179406 -1.075807 -5.257 -2.772 3.703
I -0.341430 -2.769705 3.071104 -0.174 -0.507 -0.640
Gd -0.247370 -0.694767 1.062000 -0.151 1.910 1.154
P -1.477624 0.419940 -1.391189 -0.259 0.730 -0.684
C -0.484294 0.853023 -2.866187 0.426 -0.001 -0.184
C -2.822611 -0.569571 -2.100902 -0.156 -0.473 0.087
H -2.506878 2.101848 0.045692 -0.044 0.045 -0.440
H -3.314890 1.985295 -1.556095 0.375 0.137 0.174
H -1.748634 2.855919 -1.385608 -0.167 -0.307 0.108
C -2.343875 1.998365 -1.038447 -0.013 0.170 0.536
H -3.289214 -1.173769 -1.312250 -0.186 0.185 -0.233
H -3.565042 0.110405 -2.540410 0.153 -0.406 0.035
H -1.136206 1.247333 -3.670782 0.313 -0.203 0.445
H 0.079092 -0.017763 -3.245280 -0.343 0.367 0.051
H -2.430357 -1.245937 -2.865826 -0.106 0.076 0.012
H 0.254174 1.627382 -2.591260 -0.329 -0.260 -0.162
C 1.327851 -1.354549 -1.121505 4.172 -0.201 -4.450
O 2.022769 -1.507320 -2.046516 -3.336 0.687 4.358
Cl -1.533111 1.030660 2.443234 0.369 -0.670 -0.631
C 2.671473 2.217179 2.887619 -0.750 -0.252 -0.059
C 2.885003 2.654630 1.434341 -0.027 0.521 -0.327
C 2.221046 1.628904 0.511377 0.260 -0.277 0.186
O 1.598241 0.650193 1.402358 -0.008 -0.275 0.529
C 2.092531 0.801736 2.817956 0.254 -0.401 -0.307
H 3.583891 2.289325 3.483430 -0.220 -0.164 -0.075
H 1.909505 2.881103 3.303323 0.232 -0.184 0.280
H 3.947952 2.783249 1.232464 -0.167 0.014 -0.260
H 2.355200 3.606819 1.305238 0.528 -0.118 -0.130
H 1.428305 2.068849 -0.088301 -0.197 0.102 0.030
H 2.893381 1.100037 -0.182771 0.025 0.155 0.463
H 2.819856 -0.022211 2.955060 -0.279 0.591 0.059
H 1.223647 0.663190 3.486672 0.352 0.001 -0.410
```
Forces are in eV/Å.

These are the Löwdin partial charges, in e, on atoms 1 to 6: C 0.059; C 0.003; H 0.159; H 0.147; H 0.128; O 0.178